{
  "formula": "C43H106N8O11P",
  "method": "ωB97M-V with the def2-TZVPD basis set",
  "elements": ["C", "C", "C", "C", "O", "C", "C", "C", "C", "C", "C", "C", "C", "O", "C", "C", "P", "N", "N", "C", "C", "O", "O", "C", "C", "C", "O", "H", "H", "H", "H", "H", "H", "H", "H", "H", "H", "H", "H", "H", "H", "H", "H", "H", "H", "H", "H", "H", "H", "H", "H", "H", "H", "H", "H", "H", "H", "H", "H", "H", "H", "H", "H", "H", "H", "H", "H", "C", "C", "C", "O", "C", "N", "H", "H", "H", "H", "H", "H", "H", "H", "H", "H", "H", "C", "C", "C", "O", "C", "N", "H", "H", "H", "H", "H", "H", "H", "H", "H", "H", "H", "C", "C", "C", "O", "C", "N", "H", "H", "H", "H", "H", "H", "H", "H", "H", "H", "H", "C", "C", "C", "O", "C", "N", "H", "H", "H", "H", "H", "H", "H", "H", "H", "H", "H", "C", "C", "C", "O", "C", "N", "H", "H", "H", "H", "H", "H", "H", "H", "H", "H", "H", "C", "C", "C", "O", "C", "N", "H", "H", "H", "H", "H", "H", "H", "H", "H", "H", "H"],
  "coordinates": [[-4.1025, -6.2499, -0.6465], [-3.8566, -4.8458, -1.2572], [-5.1524, -4.0083, -1.1107], [-5.3470, -2.9636, -2.2539], [-4.1189, -2.4323, -2.7165], [-3.4525, -1.6495, -1.7431], [-2.1018, -1.2548, -2.3594], [-1.3365, -2.5535, -2.7582], [-0.9815, -2.6286, -4.2489], [-2.1897, -3.0035, -5.1437], [-1.7556, -3.8088, -6.3969], [-2.3988, -5.2090, -6.4930], [-3.9138, -5.2008, -6.3602], [-4.3998, -6.5102, -6.0304], [-5.6188, -6.3898, -5.3187], [-4.3512, -0.4305, -1.4337], [-3.5305, 0.8795, -0.3539], [-3.9025, 2.3472, -0.8193], [-5.6952, -0.8595, -0.8924], [-6.5572, 0.3121, -0.5554], [-6.6454, 0.6438, 0.9472], [-6.9202, 1.7127, 1.2365], [-6.3643, -0.2741, 1.9019], [-6.3335, -1.8355, -1.8452], [-7.6166, -2.4602, -1.2963], [-8.2905, -3.4361, -2.3172], [-9.6621, -3.1437, -2.5034], [-4.5298, -6.8726, -1.4344], [-4.7814, -6.1819, 0.2057], [-3.1581, -6.6823, -0.3150], [-3.0582, -4.3501, -0.7024], [-3.5871, -4.9336, -2.3113], [-6.0041, -4.6915, -1.1250], [-5.0988, -3.5105, -0.1300], [-5.7563, -3.5286, -3.0896], [-3.2124, -2.2000, -0.8196], [-2.2273, -0.5872, -3.2168], [-1.4568, -0.7675, -1.6293], [-1.8800, -3.4567, -2.4835], [-0.3943, -2.5746, -2.2011], [-0.2575, -3.4468, -4.3519], [-0.4704, -1.7246, -4.5932], [-2.6544, -2.0672, -5.4630], [-2.8528, -3.6266, -4.5422], [-2.0001, -3.2602, -7.3111], [-0.6732, -3.9504, -6.3583], [-1.9398, -5.8721, -5.7547], [-2.1784, -5.5903, -7.4934], [-4.2843, -4.5064, -5.5951], [-4.3904, -4.9341, -7.3150], [-5.4065, -5.9995, -4.3073], [-6.1474, -7.3392, -5.2576], [-6.2549, -5.6579, -5.8390], [-4.5644, 0.0419, -2.3986], [-2.1232, 0.7840, -0.3992], [-3.9200, 0.6161, 0.9838], [-4.3827, 2.7886, -0.0331], [-5.4788, -1.4062, -0.0504], [-7.5891, 0.1904, -0.8870], [-6.2023, 1.2285, -1.0321], [-6.5825, -1.1808, 1.6310], [-6.5952, -1.2559, -2.7377], [-8.3976, -1.7297, -1.0683], [-7.4711, -3.0358, -0.3754], [-8.1515, -4.4711, -2.0102], [-7.8232, -3.3493, -3.3096], [-9.6883, -2.2693, -2.9159], [2.1122, 3.7447, 2.0021], [1.8516, 3.2498, 0.5830], [0.4470, 2.6584, 0.3821], [0.2705, 1.3585, 0.9283], [0.0362, 1.3366, 2.3301], [2.9017, 2.2946, 0.2129], [2.3212, 2.9298, 2.6970], [2.9819, 4.4028, 2.0159], [1.2604, 4.3115, 2.3857], [1.9316, 4.1151, -0.0819], [0.2795, 2.5462, -0.6940], [-0.3320, 3.3390, 0.7500], [-0.5516, 2.1963, 2.6635], [0.9800, 1.2902, 2.8708], [-0.5187, 0.4248, 2.5635], [2.7942, 2.0463, -0.7674], [2.7129, 1.4252, 0.7076], [5.2301, 9.7287, 1.8477], [5.6730, 8.3726, 2.3852], [5.3451, 7.1975, 1.4501], [3.9814, 6.8050, 1.4417], [3.1357, 7.6097, 0.6406], [5.0983, 8.1797, 3.7220], [4.1583, 9.8947, 1.9654], [5.7338, 10.5287, 2.3888], [5.4810, 9.8351, 0.7908], [6.7617, 8.4048, 2.4862], [5.8940, 6.3215, 1.8075], [5.6946, 7.3896, 0.4276], [3.6456, 7.9690, -0.2573], [2.7441, 8.4520, 1.2143], [2.2852, 6.9971, 0.3361], [5.4794, 7.3278, 4.1259], [4.1093, 7.9718, 3.6018], [6.7015, 12.9016, -1.1129], [6.9386, 13.1421, 0.3750], [7.5777, 14.5048, 0.6890], [8.9614, 14.5922, 0.4029], [9.2797, 14.8211, -0.9583], [7.7312, 12.0322, 0.9141], [7.6150, 12.6298, -1.6411], [5.9998, 12.0777, -1.2522], [6.2774, 13.7858, -1.5935], [5.9598, 13.1285, 0.8652], [7.4956, 14.6724, 1.7667], [7.0325, 15.3243, 0.2024], [8.5437, 15.4667, -1.4455], [9.3699, 13.8771, -1.4999], [10.2511, 15.3143, -0.9934], [7.7971, 12.1367, 1.9236], [8.6893, 12.1576, 0.5941], [3.1349, 0.3303, 7.7734], [3.2588, 1.2786, 6.5847], [1.9162, 1.8577, 6.1107], [1.1067, 0.9547, 5.3717], [0.3716, 0.0338, 6.1575], [3.9684, 0.5905, 5.5005], [2.7769, -0.6573, 7.4825], [4.1093, 0.1869, 8.2408], [2.4576, 0.7317, 8.5305], [3.8734, 2.1239, 6.9075], [2.1309, 2.6810, 5.4229], [1.3468, 2.2876, 6.9445], [0.0408, 0.4754, 7.1010], [0.9575, -0.8677, 6.3483], [-0.5093, -0.2626, 5.5850], [4.1498, 1.2526, 4.7498], [3.3208, -0.0769, 5.0867], [1.1704, -2.2038, 1.5514], [-0.0981, -2.8815, 2.0566], [0.0755, -4.3723, 2.3821], [0.1346, -5.2173, 1.2478], [1.3972, -5.2702, 0.5983], [-1.1717, -2.6700, 1.0781], [1.3876, -2.4380, 0.5091], [1.0652, -1.1205, 1.6124], [2.0353, -2.4906, 2.1522], [-0.3831, -2.3808, 2.9875], [-0.8079, -4.6996, 2.9396], [0.9384, -4.5413, 3.0375], [2.2248, -5.1967, 1.3080], [1.4732, -4.4839, -0.1559], [1.4652, -6.2287, 0.0827], [-2.0406, -3.0329, 1.4658], [-0.9828, -3.2842, 0.2867], [1.1528, -12.1495, -0.5793], [0.3924, -10.9322, -0.0625], [0.2583, -9.8001, -1.0943], [1.4355, -9.0387, -1.3003], [2.3902, -9.6372, -2.1615], [1.0260, -10.4676, 1.1761], [2.2309, -11.9921, -0.5919], [0.9675, -13.0083, 0.0663], [0.8330, -12.4160, -1.5891], [-0.6221, -11.2631, 0.1802], [-0.4818, -9.0884, -0.7149], [-0.1287, -10.1738, -2.0515], [1.9142, -10.2047, -2.9655], [3.0709, -10.2784, -1.5990], [2.9844, -8.8378, -2.6047], [0.4588, -9.7266, 1.5804], [1.8924, -9.9994, 0.9193]],
  "orbital_gap_ev": 7.068,
  "multiplicity": 1,
  "charge": 1
}